70
Properties=species:S:1:pos:R:3 method="wB97M-V/def2-TZVPD" homo_ev="-8.43 / -8.43" gap_ev="6.799 / 7.224" s2=0.760 spin_multiplicity=2 charge=0
Cr -0.56147 0.68192 0.14309
O -1.91200 1.37963 1.66597
C -2.62962 0.95207 0.72971
O -2.36260 -0.18650 0.16878
C -3.43563 1.89031 -0.09230
C -4.70636 2.34397 0.11187
C -5.23513 3.22689 -0.82569
C -4.51878 3.62476 -1.92702
C -3.22013 3.17260 -2.10749
C -2.60785 2.32233 -1.17052
O -1.37317 1.89898 -1.21618
N -2.53351 3.61070 -3.32802
O -3.20384 4.15117 -4.18596
O -1.34646 3.37436 -3.43080
N -6.59775 3.73665 -0.63793
O -7.02011 4.53368 -1.44940
O -7.17099 3.42394 0.38757
H -5.30414 2.03063 0.95582
H -4.95979 4.28673 -2.65613
Cl 3.07682 -0.01329 5.83875
C 2.45146 0.48791 4.29943
C 2.93183 1.62086 3.71044
C 2.44654 2.05332 2.45493
I 3.21870 3.74944 1.54143
C 1.46953 1.34378 1.81090
O 0.96429 1.63858 0.60819
C 0.99377 0.15639 2.42363
N 0.05958 -0.51421 1.69294
C -0.45753 -1.61737 2.17282
C -0.05609 -2.14338 3.41368
C 0.89023 -1.49323 4.15426
C 1.45481 -0.29500 3.66399
H 3.69956 2.19408 4.21135
H -1.20825 -2.10756 1.56729
H -0.50764 -3.05930 3.76679
H 1.21232 -1.88303 5.11025
C 5.10984 -2.94276 0.49354
Sb 3.13190 -2.12787 0.31332
C 2.73968 -3.15658 -1.53205
C 3.80018 -0.20909 -0.50936
C 4.53301 -0.39464 -1.79251
C 5.92432 -0.54777 -1.72497
C 6.69293 -0.83413 -2.83576
C 6.07119 -0.98267 -4.06808
C 4.70136 -0.82117 -4.15064
C 3.90766 -0.52531 -3.03636
C 2.43068 -0.36290 -3.35532
Sb 0.78496 0.42192 -2.18517
C -0.59760 0.03867 -3.75826
C 1.41386 2.42927 -2.45791
H 5.64369 -2.83521 -0.44983
H 5.02901 -4.00034 0.74499
H 5.65859 -2.43610 1.28746
H 3.43597 -2.82894 -2.30430
H 1.71359 -3.00228 -1.86405
H 2.88890 -4.21940 -1.33963
H 4.46908 0.17523 0.26319
H 2.95614 0.47370 -0.55436
H 6.40596 -0.43305 -0.76049
H 7.76604 -0.94045 -2.74207
H 6.64674 -1.21249 -4.95517
H 4.21481 -0.92146 -5.11514
H 2.05557 -1.29635 -3.78366
H 2.36134 0.37944 -4.15706
H -0.46945 0.77840 -4.54795
H -1.61222 0.09729 -3.37195
H -0.41077 -0.95942 -4.15282
H 1.13126 2.74894 -3.45861
H 2.49707 2.45727 -2.34124
H 0.93883 3.06820 -1.72095